Here is a 6-piece molecular cluster, C41H37BBrIO3 overall at a distorted geometry from OMol25. Energies are from wB97M-V/def2-TZVPD.

Last column: Mulliken charge in e.
CARTESIAN COORDINATES (ANGSTROEM)
H: -3.441 0.279 -2.119  0.40
H: 2.066 -3.561 -2.071  0.28
C: -0.067 -1.062 -3.178  -0.66
O: -5.545 -1.865 -2.684  -0.49
C: 6.577 4.724 0.729  -0.47
C: 2.038 -1.440 2.369  -0.31
H: 0.090 -8.038 1.855  0.37
H: -1.487 5.313 1.528  0.21
H: -1.353 -8.030 -2.186  0.51
C: -0.513 -2.539 -3.403  0.65
H: -5.360 3.474 1.457  0.37
C: 1.205 -1.968 1.387  -0.77
H: 3.379 6.547 1.914  0.24
H: -2.914 3.338 1.091  0.44
H: 2.088 0.035 -1.207  0.30
C: 1.462 -4.348 -2.640  -0.75
H: 3.555 0.988 0.546  0.43
C: -3.131 6.563 2.122  -0.41
C: 2.882 -0.376 2.067  -0.62
C: -0.556 -8.450 1.087  -0.52
H: 0.625 -4.708 -1.922  0.14
C: -4.735 4.341 1.641  -0.46
C: 2.897 0.156 0.781  -0.17
Br: -5.950 -4.436 -0.560  -0.13
H: -2.505 7.429 2.313  0.37
H: 1.023 -0.745 -3.327  0.39
C: -3.024 -1.935 -2.700  0.41
C: -3.572 -5.017 -2.319  -0.37
H: 0.970 7.155 2.731  0.48
C: -4.507 6.644 2.316  -0.45
C: 0.805 3.753 0.897  -0.31
H: 0.387 -4.541 -5.614  0.34
O: -2.075 -5.276 -4.307  -0.55
C: 5.521 6.628 1.762  -0.59
C: 0.898 3.791 2.285  -0.53
H: -6.381 5.593 2.232  0.35
H: 5.259 3.149 0.095  0.35
H: 3.212 4.317 0.853  0.02
C: -5.309 5.532 2.077  -0.42
H: 0.921 2.867 2.853  0.44
C: 0.962 5.015 2.944  -0.16
C: 0.924 6.200 2.217  -0.80
H: -4.954 7.573 2.654  0.36
H: 3.528 0.039 2.834  0.41
C: 5.332 4.127 0.560  -0.60
C: 0.771 4.938 0.169  -0.10
B: 0.678 -3.586 -3.858  0.35
H: -3.564 -6.086 -1.923  0.39
C: -2.558 5.375 1.681  0.13
H: 0.700 4.909 -0.914  0.34
C: -1.974 -3.008 -3.180  0.24
H: 1.040 5.045 4.026  0.40
H: -2.864 -9.919 -1.649  0.37
H: 5.595 7.602 2.235  0.36
C: -1.160 -0.059 -2.720  -0.18
C: -2.216 -9.507 -0.882  -0.43
H: 0.793 7.086 0.262  0.29
C: 4.274 6.035 1.585  -0.09
C: -3.361 4.264 1.438  -0.44
C: 4.180 4.782 0.986  0.49
H: 2.096 -5.233 -3.012  0.27
H: 0.542 -2.794 1.624  0.40
C: 0.826 6.162 0.829  -0.28
C: 6.672 5.975 1.333  -0.40
C: -2.465 -4.523 -3.386  0.23
H: -1.409 -9.937 2.386  0.36
I: -0.568 2.018 -2.374  0.10
H: -2.896 -10.867 0.638  0.36
C: -0.542 -7.914 -0.197  -0.24
C: 2.071 -0.377 -0.204  -0.49
H: 0.115 -7.082 -0.430  0.36
C: -4.527 -4.041 -1.897  -0.02
H: 7.474 4.216 0.392  0.37
H: 2.028 -1.858 3.370  0.38
H: 0.576 -1.852 -0.666  0.38
H: 0.760 2.798 0.383  0.12
C: -1.400 -9.516 1.386  -0.34
C: 1.223 -1.438 0.100  0.04
C: -2.233 -10.041 0.403  -0.41
O: 0.969 -3.829 -5.263  -0.61
C: -1.369 -8.445 -1.183  -0.39
C: -2.639 -0.446 -2.468  -0.64
H: 7.643 6.439 1.468  0.36
C: -4.507 -2.518 -2.445  0.21

## Properties
E_LUMO in Eh: -0.0632
HOMO-LUMO gap in Eh: 0.272
Calculated total energy in Ha: -4706.642593